a:
Here is C55H77N6O3ReSSi as an isolated structure from OMol25. Energies are from the ωB97M-V functional and the def2-TZVPD basis.

```
144
Properties=species:S:1:pos:R:3:mulliken_charge:R:1
Re 0.611 -0.717 -0.907 0.8592
C 0.777 -5.186 -5.384 -1.0736
C -0.151 -3.972 -5.495 -1.1554
C 0.315 -2.825 -4.658 0.6446
C 1.000 -1.719 -5.054 0.6641
C 1.475 -1.355 -6.425 -1.3107
C 2.926 -1.779 -6.672 -0.9877
C 1.297 -0.956 -3.862 1.0390
C 2.067 0.208 -3.830 -1.1665
C 2.599 0.767 -2.681 0.3394
C 3.679 1.728 -2.636 0.7098
C 4.312 2.341 -3.845 -1.2991
C 5.315 1.409 -4.531 -0.7165
C 4.045 1.853 -1.332 0.5768
C 3.177 1.009 -0.545 0.2731
C 3.293 0.722 0.773 -1.0915
C 2.416 -0.092 1.517 -0.7190
N 1.152 -0.454 1.034 0.3378
C 0.517 -1.062 2.087 -1.1067
C -0.899 -1.486 1.962 -0.1601
C -1.052 -2.526 0.909 -1.4674
N -0.498 -2.347 -0.329 0.2101
C -0.832 -3.476 -1.073 -0.0175
C -0.544 -3.610 -2.446 -0.9128
C 0.146 -2.744 -3.225 0.1652
N 0.784 -1.581 -2.766 -0.6702
C -1.595 -4.339 -0.286 1.0685
C -1.726 -3.733 0.981 1.4760
C -2.498 -4.250 2.156 -1.2821
C -3.901 -3.644 2.241 -0.9970
C -2.135 -5.676 -0.683 -1.2042
C -1.181 -6.815 -0.314 -1.2593
C 1.370 -1.229 3.163 1.2209
C 2.568 -0.549 2.825 0.5872
C 3.806 -0.308 3.643 -0.5067
C 3.619 -0.266 5.157 -1.2121
C 1.106 -2.200 4.290 -1.2857
C 0.388 -1.688 5.534 -0.9908
N 2.249 0.398 -1.403 -0.0820
C 5.176 2.646 -0.762 -1.2965
C 6.455 1.816 -0.615 -1.1375
H 0.420 -6.004 -6.010 0.4210
H 0.834 -5.544 -4.355 0.2548
H 1.789 -4.931 -5.700 0.2480
H -1.165 -4.253 -5.200 0.4070
H -0.214 -3.654 -6.537 0.3705
H 1.375 -0.276 -6.574 0.4289
H 0.826 -1.820 -7.168 0.4407
H 3.595 -1.335 -5.932 0.1492
H 3.262 -1.473 -7.662 0.3868
H 3.029 -2.862 -6.597 0.2539
H 2.425 0.588 -4.776 0.6278
H 4.817 3.264 -3.553 0.4230
H 3.536 2.634 -4.558 0.3980
H 6.127 1.146 -3.853 0.2179
H 5.748 1.883 -5.412 0.4134
H 4.840 0.479 -4.847 -0.0031
H 4.130 1.159 1.304 0.4160
H -1.226 -1.900 2.913 1.2399
H -0.959 -4.481 -2.939 0.4245
H -1.952 -4.046 3.081 0.2810
H -2.571 -5.338 2.089 0.4355
H -3.853 -2.556 2.308 0.0558
H -4.441 -4.017 3.113 0.4674
H -4.483 -3.894 1.351 0.2811
H -2.333 -5.699 -1.757 0.4682
H -3.101 -5.832 -0.197 0.4343
H -0.228 -6.703 -0.833 0.2815
H -1.604 -7.784 -0.579 0.4426
H -0.972 -6.817 0.757 0.3122
H 4.222 0.655 3.335 0.3244
H 4.566 -1.052 3.384 0.3528
H 2.826 0.431 5.433 0.1442
H 4.538 0.074 5.633 0.4963
H 3.379 -1.241 5.577 0.2450
H 2.055 -2.650 4.581 0.6467
H 0.525 -3.027 3.872 0.3566
H -0.563 -1.221 5.280 -0.0585
H 0.985 -0.956 6.076 0.3141
H 0.183 -2.516 6.214 0.4926
H 4.884 3.047 0.212 0.2552
H 5.369 3.509 -1.402 0.5494
H 6.282 0.937 0.008 0.2642
H 7.249 2.407 -0.158 0.4241
H 6.809 1.468 -1.586 0.2282
C -0.644 4.816 1.274 -1.3652
C 0.273 3.662 0.887 1.9256
C 0.763 3.852 -0.541 -1.8480
C 1.462 3.581 1.835 -1.2162
O -0.456 2.402 0.883 1.7153
Si -1.484 1.868 2.043 -3.0678
S -2.114 -0.128 1.558 0.0252
O -2.897 2.669 2.092 0.8239
C -4.088 2.846 1.309 1.7752
C -3.792 2.602 -0.163 -0.9804
C -4.538 4.281 1.541 -1.8139
C -5.141 1.870 1.816 -1.5234
O -0.755 2.092 3.466 0.8205
C -1.256 2.301 4.805 1.6903
C -1.720 3.747 4.925 -1.6842
C -2.404 1.345 5.091 -0.9387
C -0.067 2.044 5.716 -1.6899
H -0.095 5.757 1.207 0.5998
H -1.012 4.707 2.294 0.1166
H -1.501 4.869 0.600 0.2137
H 1.373 4.754 -0.617 0.5669
H -0.087 3.961 -1.219 0.2990
H 1.375 3.000 -0.846 0.0729
H 2.053 4.497 1.757 0.6302
H 2.095 2.734 1.570 0.1516
H 1.134 3.459 2.864 -0.1288
H -2.969 3.240 -0.497 0.1205
H -4.674 2.821 -0.768 0.7622
H -3.520 1.558 -0.329 -0.1474
H -3.791 4.985 1.174 0.3244
H -4.684 4.457 2.607 0.3650
H -5.480 4.473 1.026 0.4340
H -4.806 0.840 1.690 0.1341
H -6.075 2.003 1.268 0.4765
H -5.336 2.046 2.875 0.3580
H -2.534 3.941 4.226 0.0811
H -0.895 4.429 4.707 0.2660
H -2.074 3.950 5.937 0.5558
H -3.258 1.565 4.449 -0.0551
H -2.719 1.438 6.131 0.5895
H -2.100 0.313 4.913 -0.1679
H 0.728 2.762 5.505 0.3211
H 0.320 1.042 5.542 0.1332
H -0.353 2.140 6.764 0.4833
N -1.760 1.885 -3.108 0.1085
C -0.688 1.439 -2.448 -1.2914
N -0.939 0.308 -1.816 0.2158
C -2.285 -0.007 -2.070 0.2253
C -3.107 -1.040 -1.625 -0.0442
C -4.419 -1.029 -2.052 -1.3503
C -4.920 -0.028 -2.899 -0.6831
C -4.118 1.004 -3.337 -1.2566
C -2.799 0.989 -2.900 0.1987
H -1.793 2.734 -3.646 0.3098
H 0.267 1.936 -2.455 0.8331
H -2.752 -1.810 -0.959 0.9588
H -5.083 -1.814 -1.718 0.5384
H -5.956 -0.063 -3.206 0.4342
H -4.496 1.790 -3.977 0.5229
```

Properties
Spin multiplicity ... 4
Charge ... +1


b:
Here is C55H77N6O3ReSSi as an isolated structure from OMol25. Energies are from the ωB97M-V functional and the def2-TZVPD basis.

```
144
Properties=species:S:1:pos:R:3:mulliken_charge:R:1
Re -0.647 -0.577 -0.906 1.2223
C -4.227 -0.885 -6.116 -1.0935
C -2.795 -0.338 -6.167 -1.1181
C -1.972 -0.813 -5.014 0.5863
C -1.083 -1.843 -4.987 0.6934
C -0.648 -2.729 -6.113 -1.3601
C -1.467 -4.021 -6.203 -1.0103
C -0.621 -1.969 -3.627 1.1475
C 0.228 -2.973 -3.159 -1.2959
C 0.459 -3.271 -1.832 0.2654
C 1.058 -4.483 -1.332 0.8637
C 1.709 -5.518 -2.195 -1.2452
C 0.713 -6.485 -2.844 -0.7716
C 0.870 -4.496 0.016 0.6478
C 0.180 -3.283 0.375 0.1679
C -0.377 -2.982 1.578 -0.6905
C -1.039 -1.786 1.889 -0.5369
N -0.897 -0.628 1.109 0.4992
C -1.527 0.363 1.813 -1.3667
C -1.455 1.764 1.353 -0.2710
C -2.142 1.917 0.041 -1.2412
N -1.942 1.024 -0.973 0.1417
C -2.753 1.435 -2.027 0.0825
C -2.757 0.820 -3.291 -1.0628
C -2.045 -0.272 -3.679 -0.0734
N -1.206 -1.018 -2.844 -0.7244
C -3.452 2.587 -1.646 1.2592
C -3.072 2.882 -0.327 1.6171
C -3.499 4.058 0.499 -1.3380
C -2.465 5.188 0.475 -0.8977
C -4.463 3.328 -2.462 -1.2368
C -5.894 2.891 -2.132 -1.2426
C -2.186 -0.139 2.926 0.9253
C -1.822 -1.500 3.014 0.7474
C -2.158 -2.556 4.032 -0.5397
C -2.768 -2.085 5.348 -1.4722
C -3.200 0.667 3.707 -1.2782
C -2.681 1.547 4.841 -0.9645
N 0.002 -2.505 -0.774 -0.2504
C 1.246 -5.566 0.990 -1.3708
C 0.169 -6.648 1.123 -1.2010
H -4.797 -0.552 -6.983 0.4213
H -4.744 -0.550 -5.217 0.2737
H -4.223 -1.975 -6.109 0.2485
H -2.820 0.754 -6.179 0.4037
H -2.321 -0.647 -7.099 0.3611
H 0.409 -2.977 -5.993 0.4328
H -0.728 -2.180 -7.052 0.4658
H -1.414 -4.584 -5.269 0.2087
H -1.101 -4.659 -7.006 0.3761
H -2.517 -3.800 -6.395 0.2463
H 0.613 -3.669 -3.892 0.5885
H 2.428 -6.080 -1.596 0.4380
H 2.286 -5.020 -2.979 0.3880
H 0.143 -7.025 -2.088 0.1947
H 1.231 -7.215 -3.464 0.4164
H -0.001 -5.951 -3.473 0.0220
H -0.324 -3.738 2.352 0.3745
H -1.940 2.407 2.083 1.0423
H -3.383 1.279 -4.045 0.3802
H -3.684 3.749 1.531 0.2732
H -4.453 4.432 0.120 0.4467
H -1.482 4.826 0.781 -0.0157
H -2.753 5.998 1.146 0.4779
H -2.373 5.599 -0.532 0.2664
H -4.274 3.177 -3.526 0.4791
H -4.358 4.400 -2.282 0.4263
H -6.043 1.840 -2.384 0.2855
H -6.621 3.482 -2.689 0.4276
H -6.101 3.009 -1.068 0.3143
H -1.235 -3.098 4.262 0.4283
H -2.822 -3.291 3.568 0.4081
H -2.181 -1.281 5.793 0.2015
H -2.793 -2.910 6.059 0.4566
H -3.791 -1.736 5.224 0.3580
H -3.959 -0.006 4.099 0.5575
H -3.722 1.304 2.988 0.4110
H -1.900 2.222 4.496 0.0389
H -2.271 0.953 5.656 0.2281
H -3.493 2.153 5.246 0.4918
H 1.433 -5.116 1.967 0.2816
H 2.187 -6.022 0.675 0.5986
H -0.792 -6.209 1.394 0.2697
H 0.441 -7.371 1.891 0.4352
H 0.035 -7.184 0.184 0.2146
C 4.704 -0.131 1.933 -1.4305
C 3.462 -0.805 1.367 1.9168
C 3.779 -1.437 0.019 -1.4605
C 2.951 -1.866 2.334 -1.6932
O 2.425 0.174 1.095 1.9529
Si 1.940 1.368 2.105 -3.0193
S 0.283 2.477 1.257 0.1981
O 3.050 2.535 2.323 0.5956
C 3.691 3.610 1.616 1.7060
C 3.686 3.350 0.123 -1.1380
C 5.116 3.666 2.147 -1.7240
C 2.953 4.901 1.945 -1.4652
O 1.716 0.676 3.542 0.7240
C 1.528 1.116 4.897 1.4506
C 2.900 1.133 5.557 -1.8436
C 0.906 2.504 4.931 -0.9758
C 0.630 0.072 5.539 -1.2120
H 5.494 -0.874 2.057 0.6133
H 4.505 0.322 2.905 0.1438
H 5.064 0.645 1.257 0.1854
H 4.440 -2.295 0.148 0.4722
H 4.275 -0.715 -0.634 0.3691
H 2.858 -1.783 -0.451 -0.2104
H 3.716 -2.632 2.467 0.6418
H 2.051 -2.333 1.938 0.3949
H 2.716 -1.430 3.302 -0.1094
H 4.106 2.364 -0.095 0.0947
H 4.281 4.106 -0.388 0.6927
H 2.672 3.392 -0.267 0.0945
H 5.660 2.754 1.902 0.3146
H 5.109 3.784 3.231 0.3279
H 5.646 4.514 1.710 0.4510
H 1.915 4.848 1.615 0.1079
H 3.434 5.745 1.447 0.4785
H 2.968 5.079 3.020 0.3430
H 3.565 1.815 5.025 0.1895
H 3.339 0.134 5.547 0.2656
H 2.819 1.462 6.594 0.5240
H 1.585 3.241 4.501 0.0362
H 0.685 2.789 5.960 0.5226
H -0.021 2.523 4.361 -0.1435
H 1.110 -0.907 5.495 0.3159
H -0.312 0.012 4.997 -0.1804
H 0.431 0.321 6.582 0.4856
N 2.653 0.625 -3.221 0.0173
C 1.891 -0.160 -2.455 -1.3406
N 0.855 0.486 -1.965 0.4955
C 0.924 1.798 -2.467 0.2863
C 0.100 2.913 -2.323 -0.1828
C 0.480 4.070 -2.971 -1.3049
C 1.642 4.141 -3.755 -0.7036
C 2.458 3.043 -3.915 -1.3315
C 2.069 1.882 -3.260 0.2602
H 3.502 0.340 -3.680 0.2937
H 2.106 -1.202 -2.277 0.8711
H -0.790 2.897 -1.716 0.9109
H -0.138 4.951 -2.865 0.5187
H 1.898 5.071 -4.244 0.4469
H 3.357 3.080 -4.516 0.5035
```

Properties
Spin multiplicity ... 4
Charge ... +1


a takes first place; second place is 0.0115 hartree up.


a:
Here is H2N2O3S as an isolated structure from OMol25. Energies are from the ωB97M-V functional and the def2-TZVPD basis.

```
8
Properties=species:S:1:pos:R:3:nbo_charge:R:1
N -1.038 0.612 1.327 -1.0168
N 0.723 -0.839 0.015 -0.0908
O -1.711 -1.671 0.259 -0.8249
O -1.456 0.378 -1.054 -0.8867
O 1.023 -0.232 -1.018 -0.1945
S -1.411 -0.286 0.182 2.3102
H -0.693 1.408 0.706 0.3937
H 1.234 -0.405 0.877 0.3099
```

Properties
Charge ... 0


b:
Here is a 2-piece molecular cluster, H2N2O3S overall from OMol25. Energies are from the ωB97M-V functional and the def2-TZVPD basis.

```
8
Properties=species:S:1:pos:R:3:nbo_charge:R:1
N -0.305 0.257 0.985 -0.3505
N 0.478 0.692 -1.013 -0.2498
O 2.797 -1.774 1.871 -0.8116
O 3.295 -0.627 -0.310 -0.8290
O -0.497 0.347 -0.273 -0.0380
S 3.224 -1.834 0.519 1.6398
H -1.072 -0.073 1.578 0.3266
H 1.308 1.035 -0.529 0.3126
```

Properties
Charge ... 0


a takes first place; second place is 0.0226 hartree up.


a:
Here is a 2-piece molecular cluster, H2N2O3S overall from OMol25. Energies are from the ωB97M-V functional and the def2-TZVPD basis.

```
8
Properties=species:S:1:pos:R:3:nbo_charge:R:1
N 1.707 -0.929 1.492 0.3235
N -0.463 -0.066 0.466 -0.8574
O -0.937 0.089 -2.207 -0.9262
O 1.188 1.098 -1.396 -0.9408
O 0.695 -1.346 1.250 0.0211
S -0.277 1.002 -1.305 1.6669
H -1.422 -0.577 0.654 0.3677
H -0.492 0.728 1.046 0.3450
```

Properties
Charge ... 0


b:
Here is a 2-piece molecular cluster, H2N2O3S overall from OMol25. Energies are from the ωB97M-V functional and the def2-TZVPD basis.

```
8
Properties=species:S:1:pos:R:3:nbo_charge:R:1
N 1.447 -0.096 0.259 -1.0435
N -1.553 0.597 0.093 0.3675
O -2.591 0.574 0.687 -0.3622
O -1.155 1.363 -0.754 -0.4045
O 0.163 -1.942 -0.816 -0.8516
S 0.122 -1.077 0.326 1.4486
H 1.461 0.808 0.695 0.4236
H 2.106 -0.226 -0.491 0.4221
```

Properties
Charge ... 0


b takes first place; second place is 0.0468 hartree up.


a:
Here is one molecule with the formula C3H3NO from OMol25. Energies are from the ωB97M-V functional and the def2-TZVPD basis.

```
8
Properties=species:S:1:pos:R:3:nbo_charge:R:1
C 1.115 -0.178 -0.240 -0.3069
C -0.716 -0.268 0.831 0.5841
C -0.925 0.476 -0.373 -0.1427
N 0.136 0.221 -1.102 -0.3067
O -1.175 -1.023 1.599 -0.4582
H 1.463 0.539 0.492 0.2114
H 1.847 -0.903 -0.583 0.1970
H -1.746 1.136 -0.625 0.2220
```

Properties
SMILES ... C=NC=C=O
Charge ... 0


b:
Here is a 2-piece molecular cluster, C3H3NO overall from OMol25. Energies are from the ωB97M-V functional and the def2-TZVPD basis.

```
8
Properties=species:S:1:pos:R:3:nbo_charge:R:1
O -1.081 1.137 -0.529 -0.1827
C -0.647 0.761 0.610 -0.0303
C 0.931 -0.998 0.656 -0.0899
C 0.649 -0.494 -0.402 -0.2065
N -0.704 0.971 -1.711 -0.2173
H -1.357 0.662 1.412 0.1789
H 1.394 -1.549 1.410 0.2446
H 0.814 -0.491 -1.447 0.3033
```

Properties
Charge ... 0


c:
Here is one molecule with the formula C3H3NO from OMol25. Energies are from the ωB97M-V functional and the def2-TZVPD basis.

```
8
Properties=species:S:1:pos:R:3:nbo_charge:R:1
O 0.265 1.540 -0.030 -0.6381
C -0.731 0.819 0.077 0.2769
C -0.897 -0.565 -0.040 -0.3268
N 0.580 -1.213 -0.119 -0.2681
C 1.592 -0.652 -0.299 0.3111
H -1.773 1.203 0.203 0.1503
H -1.568 -1.049 0.670 0.2196
H 2.509 -0.109 -0.472 0.2750
```

Properties
Charge ... 0


d:
Here is a 2-piece molecular cluster, C3H3NO overall from OMol25. Energies are from the ωB97M-V functional and the def2-TZVPD basis.

```
8
Properties=species:S:1:pos:R:3:nbo_charge:R:1
C -1.533 0.862 0.221 -0.2431
C 2.212 -0.293 0.060 0.8164
C -2.014 -0.257 -0.044 -0.1848
N 1.028 -0.473 -0.190 -0.8086
O 3.287 -0.050 -0.253 -0.5012
H 0.021 -0.253 0.358 0.4434
H -0.978 1.718 0.106 0.2427
H -2.023 -1.255 -0.258 0.2352
```

Properties
SMILES ... N=C=O.C#C
Charge ... 0


a takes first place; second place is 0.0097 hartree up.